Molecular formula: C14H21FN4O3PSc
Method: DFT, wB97M-V/def2-TZVPD

Atoms and positions in Å:
Sc: -1.289 0.338 -0.363
C: -3.782 -1.907 -0.594
N: -2.492 -1.592 0.015
C: -1.892 -2.502 0.680
C: -0.627 -2.223 1.316
C: 0.203 -3.025 2.096
C: 1.293 -2.206 2.450
C: 1.037 -0.949 1.881
N: -0.109 -0.967 1.173
C: -4.939 -1.309 0.175
C: -4.975 0.050 0.480
C: -6.036 0.576 1.199
C: -7.077 -0.242 1.614
C: -7.054 -1.594 1.307
C: -5.985 -2.123 0.595
H: -3.909 -2.991 -0.661
H: -3.765 -1.504 -1.610
H: -2.328 -3.499 0.784
H: 0.029 -4.050 2.385
H: 2.122 -2.462 3.093
H: 1.629 -0.047 1.951
H: -4.173 0.702 0.164
H: -6.044 1.631 1.439
H: -7.904 0.173 2.177
H: -7.860 -2.240 1.627
H: -5.963 -3.182 0.366
O: -2.146 0.685 -2.026
N: 1.325 -0.869 -4.589
C: 1.496 0.163 -3.577
P: 1.053 -0.379 -1.910
O: 0.794 0.801 -1.006
O: -0.002 -1.468 -1.930
C: 2.526 -1.330 -1.295
N: 1.952 -2.497 -0.562
H: -2.311 0.278 -2.877
H: 1.029 -1.761 -4.217
H: 2.123 -0.979 -5.193
H: 0.865 1.030 -3.799
H: 2.526 0.531 -3.511
H: 3.148 -0.743 -0.623
H: 3.122 -1.695 -2.130
H: 0.995 -2.620 -0.959
H: 1.829 -2.279 0.453
H: 2.503 -3.346 -0.640
F: -2.003 1.555 0.876

Output
HOMO-LUMO gap ... 8.2 eV
Calculated total energy ... -2193.04968 Eh
Molecular weight ... 388.3 g mol⁻¹
HOMO energy ... -8.24 eV
ΔE to the lowest compared entry with this formula, charge and spin ... 0.1824 eV

Mulliken population analysis, charges in e, atoms 1 to 6:
1 Sc 1.08
2 C -1.35
3 N 0.41
4 C -0.30
5 C 0.15
6 C -0.67